Record 1
Computed, not measured: a molecular structure, C2H4INS in a non-equilibrium geometry, with ωB97M-V/def2-TZVPD.

Structure (XYZ):
```
9
Properties=species:S:1:pos:R:3:forces:R:3:mulliken_charge:R:1
I 4.481170 -0.218093 -0.112544 -0.66 0.27 -0.06 -0.253
S 1.785453 1.321949 0.391031 0.20 -0.49 0.14 0.174
N 0.502462 1.940601 -0.341057 0.18 0.92 0.45 -0.319
C 0.693229 -0.132624 0.422541 0.81 -1.50 1.77 -0.345
C -0.304823 0.716323 -0.380175 0.04 1.17 -1.76 -0.308
H 1.135690 -1.067835 0.091745 0.04 0.24 -1.22 0.344
H 0.568124 -0.504473 1.482456 -0.87 1.20 -0.75 0.267
H -0.286047 0.638543 -1.534467 -0.60 -1.23 1.71 0.189
H -1.338448 0.937729 -0.011346 0.85 -0.58 -0.28 0.250
```
Forces are in eV/Å.

LUMO (alpha / beta) = -1.06 / -2.55 eV
ΔE to the lowest compared entry with this formula, charge and spin = 2.687 eV
net charge = 0
HOMO energy (alpha / beta) = -9.1 / -8.2 eV

Record 2
Computed, not measured: 2 unconnected molecules or ions with the total composition C4H10O in a non-equilibrium geometry, with ωB97M-V/def2-TZVPD.

Structure (XYZ):
```
15
Properties=species:S:1:pos:R:3:forces:R:3:mulliken_charge:R:1
O 2.114602 -0.897151 -0.335774 0.48 -0.59 0.48 -0.466
C -1.474027 0.513352 -0.908124 -0.09 0.36 -0.41 -0.730
C 2.336327 0.896628 1.242472 -0.13 1.04 -0.17 -0.671
C -2.613723 -0.445996 -0.645600 -0.50 -0.25 0.84 -0.865
C 2.263027 -0.377073 0.918087 1.14 -0.30 0.37 0.074
H 2.444260 1.718423 0.539520 -0.61 -0.23 -0.14 0.251
H -1.210179 1.081401 -0.021000 -0.02 -0.03 0.24 0.255
H -2.965973 -1.031539 -1.493378 0.29 0.09 -0.22 0.284
H -0.558991 0.053536 -1.265738 0.06 -0.23 -0.09 0.215
H -1.799050 1.250030 -1.647770 0.17 -0.03 -0.07 0.296
H -2.409432 -1.150676 0.169033 0.23 0.02 -0.19 0.272
H 2.415970 -1.816960 -0.218471 -0.36 0.47 -0.67 0.350
H -3.477892 0.116715 -0.287767 -0.10 0.06 -0.09 0.267
H 2.615874 -1.088067 1.668547 -0.94 -0.21 0.08 0.236
H 2.319208 1.177376 2.285964 0.39 -0.18 0.04 0.233
```
Forces are in eV/Å.

LUMO = 0.77 eV
ΔE to the lowest compared entry with this formula, charge and spin = 1.482 eV
structure (SMILES) = C=CO.CC
net charge = 0
HOMO energy = -9.1 eV

Record 3
Computed, not measured: a single C3H8N2 molecule in a non-equilibrium geometry, with ωB97M-V/def2-TZVPD.

Structure (XYZ):
```
13
Properties=species:S:1:pos:R:3:forces:R:3:mulliken_charge:R:1
N -2.121073 -0.239752 -1.249492 0.11 -1.23 -0.68 -0.654
N 0.213857 -0.057501 -1.014604 -2.51 0.77 -3.11 -0.378
C 0.538240 0.473525 1.286152 0.03 0.97 1.63 -0.991
C -1.019841 -0.735199 -0.857042 2.73 0.30 3.20 0.046
C 1.209007 0.215633 -0.026347 1.68 -1.56 -0.06 -0.303
H -2.828307 -0.972703 -1.131808 -0.11 0.53 0.14 0.249
H -0.519398 0.782105 1.156963 0.74 0.18 0.00 0.319
H -0.829308 -1.539691 -0.071655 -0.88 0.08 -1.40 0.306
H -0.094566 0.765056 -1.534356 0.72 0.09 -0.04 0.263
H 1.918869 1.066973 -0.341987 -1.51 -1.21 0.21 0.324
H 1.130158 1.279862 1.734588 -0.56 -0.01 0.52 0.306
H 0.503798 -0.345989 2.022333 0.26 0.02 -0.53 0.318
H 1.898559 -0.692318 0.027251 -0.69 1.06 0.12 0.196
```
Forces are in eV/Å.

LUMO = 1.10 eV
ΔE to the lowest compared entry with this formula, charge and spin = 2.069 eV
structure (SMILES) = [H]/N=C/NCC
net charge = 0
HOMO energy = -9.0 eV

Record 4
Computed, not measured: a single C10H17N molecule in a non-equilibrium geometry, with ωB97M-V/def2-TZVPD.

Structure (XYZ):
```
28
Properties=species:S:1:pos:R:3:forces:R:3:mulliken_charge:R:1
N -1.777125 0.958484 -0.007386 -0.73 -2.38 -1.11 -0.552
C 1.292055 -0.141001 -1.091962 -0.62 -2.36 -2.09 0.304
C 0.499418 1.042086 -1.348713 -2.09 4.70 -1.74 -0.780
C 0.034391 -1.224997 1.274445 -0.85 -0.40 2.31 -0.789
C -0.380132 1.444334 -0.155014 -1.82 2.23 0.73 -0.029
C -2.049684 -0.640410 -0.099286 0.24 1.61 -1.71 -0.710
C 0.879729 -0.027851 1.309995 1.68 1.76 1.85 0.400
C 0.091109 1.343768 1.246986 3.68 -0.04 1.84 -1.506
C 0.306541 -1.294787 -1.287971 0.47 -0.29 5.79 -1.703
C 1.900568 -0.111500 0.243015 2.90 1.82 1.30 -1.204
C -0.734713 -1.432359 -0.011243 0.54 0.19 -0.95 0.082
H -0.379786 1.184648 -2.184772 2.30 -1.58 1.20 0.275
H -2.374499 -0.728064 -1.277038 -0.03 -0.40 3.22 0.219
H 0.775154 -2.081580 1.513550 -1.68 0.86 -0.27 0.359
H 1.507884 -0.150459 2.234637 -0.91 0.67 -0.25 0.149
H -2.804264 -1.106207 0.759098 1.65 1.77 -2.48 0.281
H 1.141813 1.946478 -1.716478 -0.76 -1.31 1.25 0.278
H -1.095895 -2.446205 0.056877 0.07 -0.68 -0.51 0.402
H 2.097460 -0.224108 -1.794365 0.36 -0.20 -0.84 0.458
H -0.682936 1.357527 2.044399 0.15 0.03 -1.00 0.455
H -2.188047 1.358029 -0.831542 -1.02 -0.23 -0.29 0.362
H 2.693570 -0.882223 0.530729 -1.24 0.47 -0.97 0.358
H 0.848922 -2.192027 -1.239477 0.68 -1.53 -0.28 0.530
H 2.482627 0.865679 0.321799 -0.32 -0.98 -0.25 0.377
H -0.652960 -0.924041 2.158702 0.46 -1.76 -1.13 0.320
H -0.225700 -1.212940 -2.123582 -2.03 0.27 -3.59 0.687
H 0.777294 2.258340 1.504686 -0.71 -1.83 -0.40 0.305
H -0.516455 2.524065 -0.387033 -0.37 -0.42 0.38 0.673
```
Forces are in eV/Å.

LUMO = 0.80 eV
ΔE to the lowest compared entry with this formula, charge and spin = 4.361 eV
structure (SMILES) = C1N[C@@H]2C[C@@H]3C[C@H]1C[C@@H](C3)C2
net charge = 0
HOMO energy = -8.7 eV